ORCA calculation (ωB97M-V/def2-TZVPD) on a molecular structure, C36H86F2N11O13S2V in a non-equilibrium geometry.

As for the HOMO-LUMO gap (alpha / beta): 7.23 / 7.54 eV. For the HOMO energy (alpha / beta), the calculation gives -0.3706 / -0.3707 Ha. The value obtained for the energy is -134520.2485 eV. The multiplicity is 2. The value obtained for the lowest unoccupied orbital energy (alpha / beta) is -2.85 / -2.55 eV. As for the molar mass: 1034.2 g/mol. The net charge is +1.

XYZ file:
```
151
Properties=species:S:1:pos:R:3:mulliken_charge:R:1
O -1.0924 -0.6724 -1.2363 0.507
V -0.6422 0.8814 -1.1327 0.666
N -0.6543 1.1639 -3.1344 -0.073
S 0.3970 2.1647 -4.1298 0.841
O -0.0899 3.5223 -4.3475 -0.573
O 1.1188 1.5069 -5.2006 -0.517
F 1.6142 2.3586 -3.0750 -0.270
S -1.3781 0.8015 -4.4554 0.635
O -0.7945 -0.2230 -5.3727 -0.599
O -2.1588 1.8727 -5.1200 -0.628
F -2.5382 -0.0192 -3.6938 -0.019
C 6.1533 -3.7639 -2.6089 -1.410
C 5.4443 -2.6424 -1.8143 -0.631
N 4.7141 -1.5997 -2.6404 1.008
C 3.4830 -2.1466 -3.3366 -1.052
C 2.4934 -1.1621 -3.8167 -0.534
C 5.5103 -0.6900 -3.4955 -0.427
C 6.6026 -0.0223 -2.6429 -1.169
H 5.4734 -4.2862 -3.2819 0.268
H 6.7607 -4.4489 -2.0174 0.435
H 6.9123 -3.2330 -3.1835 0.288
H 4.6592 -3.1187 -1.2271 0.213
H 6.1854 -2.1274 -1.2029 0.525
H 2.9912 -2.8175 -2.6323 0.452
H 3.8264 -2.7992 -4.1393 0.423
H 1.5585 -1.6814 -4.0273 0.091
H 2.7878 -0.6152 -4.7125 0.541
H 2.1921 -0.3634 -3.1389 -0.497
H 5.8880 -1.0727 -4.4436 0.397
H 4.8114 0.1111 -3.7362 0.228
H 6.1260 0.3173 -1.7234 0.184
H 7.4134 -0.7003 -2.3763 0.276
H 6.9855 0.9048 -3.0693 0.442
C 1.7688 1.0373 5.3319 -1.029
C 1.4801 2.4993 5.6645 -1.004
N 2.0528 3.3449 4.6542 0.737
C 1.0995 4.4111 4.3595 -0.831
C -0.2061 3.8290 3.7476 -0.894
C 3.3973 3.8131 5.0270 -0.880
C 4.0675 4.5820 3.8391 -1.082
H 2.8241 0.8907 5.1017 0.403
H 1.1730 0.5821 4.5408 -0.214
H 1.6801 0.4400 6.2394 0.585
H 0.4154 2.6475 5.8443 0.512
H 1.8903 2.8352 6.6168 0.453
H 0.8436 4.9568 5.2677 0.215
H 1.4788 5.1967 3.7060 0.317
H -0.0204 3.3635 2.7796 -0.102
H -0.7881 3.1354 4.3544 0.435
H -0.8540 4.6740 3.5147 0.551
H 3.9584 2.9112 5.2716 0.349
H 3.1707 4.4350 5.8930 0.552
H 4.7815 5.2073 4.3750 0.410
H 3.4794 5.2620 3.2228 0.258
H 4.5542 3.8459 3.1993 0.234
C 2.5661 0.0816 -0.4333 0.402
O 1.4497 0.5274 -0.6319 0.925
N 3.2082 0.1886 0.7445 0.677
C 2.6716 0.8316 2.0082 -0.857
C 4.5576 -0.4016 0.8950 -0.698
H 3.2212 -0.4229 -1.1604 -0.549
H 1.5908 0.9723 1.9960 -0.380
H 3.1355 1.7889 2.2460 0.117
H 2.8703 0.2216 2.8894 0.634
H 5.2125 0.3636 1.3117 0.335
H 4.4941 -1.2532 1.5723 0.289
H 4.9918 -0.7798 -0.0305 -0.159
C -2.3846 -4.1523 -3.4712 -0.194
O -2.6496 -2.9539 -3.2667 -0.502
N -1.1297 -4.5389 -3.7819 0.438
C -0.9142 -5.9353 -4.1118 -1.144
C 0.0353 -3.6300 -3.8172 -0.711
H -3.1740 -4.9197 -3.4819 0.355
H -0.7035 -6.2055 -5.1466 0.333
H -1.7515 -6.5458 -3.7736 0.409
H -0.1792 -6.4482 -3.4915 0.356
H 0.3789 -3.6870 -4.8500 0.461
H -0.2295 -2.5915 -3.6187 -0.265
H 0.8418 -3.9443 -3.1547 0.370
C -1.2714 0.4500 2.4106 -0.705
O -0.7643 0.6563 1.2910 -0.608
N -0.9156 -0.5345 3.2481 1.336
C -1.5462 -0.6385 4.6291 -1.167
C 0.0724 -1.5389 2.8826 -1.066
H -2.0087 1.1389 2.8511 0.254
H -1.9738 -1.6273 4.7951 0.332
H -2.3873 0.0328 4.8017 0.430
H -0.8138 -0.3930 5.3981 0.301
H 0.7426 -1.6160 3.7388 0.459
H -0.4152 -2.5044 2.7482 0.331
H 0.6551 -1.3326 1.9848 -0.065
C -5.5199 -3.9646 3.1954 0.111
O -5.6967 -4.2902 2.0228 -0.562
N -4.5800 -3.1479 3.6179 0.299
C -4.5003 -2.6781 4.9785 -0.893
C -3.5650 -2.5246 2.8099 -0.735
H -6.1920 -4.2192 4.0295 0.249
H -3.5230 -2.9885 5.3482 0.361
H -5.3074 -3.0290 5.6217 0.322
H -4.5111 -1.6037 5.1619 0.263
H -3.4786 -1.4486 2.9606 0.432
H -2.5608 -2.8800 3.0408 0.330
H -3.6964 -2.6560 1.7358 -0.045
C -4.7923 -1.0717 -1.8843 0.018
O -4.5594 -1.3598 -0.6967 -0.607
N -5.6476 -0.0778 -2.3316 0.277
C -5.8101 0.2368 -3.7251 -0.885
C -6.4663 0.7491 -1.5060 -0.861
H -4.3506 -1.5907 -2.7490 0.418
H -5.6523 1.2900 -3.9573 0.252
H -6.8598 0.0323 -3.9359 0.374
H -5.1293 -0.3428 -4.3486 0.229
H -5.9876 0.6682 -0.5301 0.163
H -6.2894 1.7959 -1.7529 0.208
H -7.4899 0.3744 -1.5075 0.401
C 0.6118 -3.9620 -0.2983 -0.269
O 0.8673 -2.7325 -0.1468 -0.488
N -0.5738 -4.5162 -0.0571 0.373
C -1.7967 -3.7569 0.1512 0.353
C -0.8041 -5.9059 -0.4401 -0.974
H 1.3864 -4.6713 -0.6286 0.341
H -2.5280 -4.4436 0.5778 0.576
H -2.1553 -3.4980 -0.8450 -0.009
H -1.6511 -2.8695 0.7673 -0.983
H -1.4123 -5.9434 -1.3439 0.326
H 0.1473 -6.4118 -0.6047 0.345
H -1.3815 -6.3992 0.3418 0.335
C -3.5317 2.3573 -0.6193 -0.156
O -2.5453 1.6613 -0.8859 -0.206
N -3.7413 3.5587 -1.2242 0.353
C -3.1236 3.9139 -2.5225 -0.892
C -5.0117 4.3500 -1.0285 -1.159
H -4.3585 2.1786 0.0854 0.349
H -3.2233 3.0771 -3.2138 0.129
H -2.0846 4.2171 -2.6506 0.055
H -3.6519 4.6736 -3.0986 0.514
H -5.5725 4.0177 -0.1548 0.405
H -4.7567 5.4085 -0.9770 0.353
H -5.7539 4.3446 -1.8268 0.409
C 0.1157 4.1434 -0.3504 -0.044
O -0.0716 2.9637 -0.6754 -0.083
N 1.2435 4.6972 0.1261 0.227
C 1.0561 6.0516 0.6577 -0.952
C 2.6195 4.1309 0.1645 -0.266
H -0.6437 4.9360 -0.4358 0.169
H 0.0391 6.4168 0.5148 0.380
H 1.8336 6.6220 0.1495 0.446
H 1.2680 6.1203 1.7247 0.172
H 2.8115 3.7569 1.1702 -0.173
H 2.7071 3.3574 -0.5983 0.022
H 3.3475 4.9233 -0.0094 0.433
```